Entry 1:
5 unconnected molecules or ions with the total composition C27H49Cl2N5O3 in a non-equilibrium geometry, computed with ωB97M-V/def2-TZVPD.

```
86
Properties=species:S:1:pos:R:3
C 4.278 0.448 1.199
C 3.919 -1.035 0.931
C 4.939 -1.754 0.016
C 2.468 -1.259 0.513
C 1.922 -0.361 -0.622
C 2.932 0.073 -1.682
C 1.133 0.868 -0.123
O -0.179 0.837 -0.724
N -1.275 1.023 0.107
C -1.398 2.302 0.713
O -0.889 2.662 1.674
O -2.179 3.179 0.013
C -1.668 -0.093 0.887
Cl -0.798 -0.305 2.476
C -1.594 -1.396 0.022
C -3.011 -1.787 -0.402
Cl -0.937 -2.798 0.935
H 5.094 0.708 0.533
H 4.676 0.584 2.195
H 3.471 1.142 0.991
H 4.031 -1.532 1.891
H 5.312 -2.647 0.504
H 5.782 -1.125 -0.244
H 4.437 -2.107 -0.875
H 2.262 -2.294 0.252
H 1.860 -1.059 1.393
H 1.182 -0.960 -1.146
H 2.365 0.533 -2.491
H 3.593 0.854 -1.325
H 3.487 -0.740 -2.125
H 1.646 1.735 -0.533
H 1.146 0.981 0.953
H -3.092 2.870 0.006
H -2.704 0.040 1.158
H -1.014 -1.259 -0.878
H -3.698 -1.723 0.432
H -3.033 -2.798 -0.782
H -3.301 -1.113 -1.204
C 1.303 5.611 -1.597
C 1.167 4.973 -0.219
C 2.108 5.581 0.824
C 3.510 5.400 0.424
N 4.585 5.259 0.108
H 2.303 5.463 -2.012
H 0.594 5.165 -2.292
H 1.107 6.675 -1.550
H 1.358 3.904 -0.299
H 0.137 5.089 0.128
H 1.960 5.102 1.793
H 1.912 6.647 0.941
C -4.425 7.955 -1.136
C -4.123 6.499 -1.473
C -2.716 6.065 -1.047
C -1.702 6.877 -1.731
N -0.914 7.493 -2.256
H -3.754 8.634 -1.662
H -5.443 8.211 -1.428
H -4.325 8.138 -0.064
H -4.242 6.349 -2.548
H -4.854 5.857 -0.977
H -2.553 5.021 -1.295
H -2.589 6.179 0.030
C 1.864 -6.489 -2.756
C 0.665 -6.206 -1.857
C 0.104 -4.794 -2.037
C 1.119 -3.785 -1.706
N 1.897 -3.010 -1.430
H 2.701 -5.827 -2.526
H 2.212 -7.512 -2.616
H 1.605 -6.360 -3.808
H 0.954 -6.354 -0.815
H -0.125 -6.927 -2.073
H -0.758 -4.646 -1.384
H -0.220 -4.638 -3.067
C -4.103 -6.196 3.885
C -2.603 -6.349 4.112
C -1.766 -5.520 3.133
C -2.024 -5.937 1.749
N -2.226 -6.264 0.686
H -4.396 -6.555 2.897
H -4.661 -6.777 4.621
H -4.410 -5.152 3.976
H -2.333 -7.403 4.026
H -2.361 -6.038 5.130
H -0.703 -5.648 3.340
H -2.002 -4.460 3.226
```

Summary:
* E_LUMO: -0.002 Eh
* orbital gap: 9.797 eV
* DFT total energy: -2477.93578 a.u.
* charge: 0

Atom charges from the Mulliken analysis, given in e for atoms 1 to 4: -1.428 0.662 -1.529 -0.879

***

Entry 2:
A single C6H11NO molecule in a non-equilibrium geometry, computed with ωB97M-V/def2-TZVPD.

```
19
Properties=species:S:1:pos:R:3
C -1.216 1.422 -1.269
N -0.422 0.765 -0.390
C -0.516 0.934 1.062
C 0.739 0.298 1.670
C 1.320 -0.524 0.471
C 0.469 -0.349 -0.744
C -0.410 -1.593 -1.066
O -1.303 1.104 -2.436
H -1.754 2.256 -0.780
H -0.577 1.998 1.316
H -1.317 0.305 1.435
H 1.456 1.042 2.042
H 0.621 -0.252 2.608
H 1.422 -1.547 0.847
H 2.347 -0.208 0.428
H 1.081 -0.185 -1.638
H 0.039 -2.239 -1.823
H -0.713 -2.052 -0.129
H -1.267 -1.175 -1.604
```

Summary:
* E_LUMO: 0.033 Eh
* relative energy (zero: lowest compared OMol25 entry of this formula, charge and spin): 17.7 kcal/mol
* orbital gap: 10.101 eV
* DFT total energy: -365.20326 a.u.
* charge: 0

Atom charges from the Mulliken analysis, given in e for atoms 1 to 4: 0.013 0.087 -0.644 -0.560

***

Entry 3:
A gas-phase ion, C8H19NO2P (charge -1) in a non-equilibrium geometry, computed with ωB97M-V/def2-TZVPD.

```
31
Properties=species:S:1:pos:R:3
C -2.288 -1.596 -0.696
C -2.739 1.898 0.658
C 2.193 -1.478 -0.828
C 3.149 0.508 0.305
C 1.273 -0.814 1.327
C -1.804 -0.259 -1.181
C -1.506 1.061 0.834
C 1.843 -0.252 0.054
N -0.962 0.334 -0.253
O 0.954 0.814 -2.251
O 1.004 2.261 -0.002
P 0.718 1.009 -0.771
H -2.669 -1.484 0.288
H -3.007 -2.090 -1.275
H -1.581 -2.429 -0.716
H -3.742 1.411 0.743
H -2.854 2.640 1.466
H -2.608 2.253 -0.417
H 1.368 -2.359 -0.976
H 2.403 -1.145 -1.841
H 3.007 -1.920 -0.335
H 3.179 1.230 1.173
H 3.622 1.070 -0.577
H 3.946 -0.211 0.617
H 1.186 -0.001 2.155
H 0.172 -1.065 1.301
H 1.937 -1.601 1.806
H -1.253 -0.394 -2.104
H -2.748 0.354 -1.356
H -0.780 1.859 1.090
H -1.413 0.396 1.762
```

Summary:
* E_LUMO: 0.133 Eh
* relative energy (zero: lowest compared OMol25 entry of this formula, charge and spin): 0.0 kcal/mol
* orbital gap: 8.050 eV
* DFT total energy: -862.88275 a.u.
* charge: -1

Atom charges from the Mulliken analysis, given in e for atoms 1 to 4: -1.359 -1.280 -1.770 -1.726

***

Entry 4:
A single C4H8BrI molecule in a non-equilibrium geometry, computed with ωB97M-V/def2-TZVPD.

```
14
Properties=species:S:1:pos:R:3
C -0.356 -0.251 -1.579
C 0.222 -0.371 1.378
C -0.266 0.943 -0.657
C 0.526 0.771 0.564
Br -2.106 1.427 0.013
I 2.650 0.639 0.048
H -1.446 -0.642 -1.590
H 0.234 -1.076 -1.303
H -0.215 -0.014 -2.643
H -0.904 -0.185 1.587
H 0.502 -1.363 1.024
H 0.683 -0.266 2.398
H -0.033 2.020 -1.306
H 0.520 1.569 1.162
```

Summary:
* E_LUMO: 0.007 Eh
* relative energy (zero: lowest compared OMol25 entry of this formula, charge and spin): 13.6 kcal/mol
* orbital gap: 9.753 eV
* DFT total energy: -3028.87652 a.u.
* charge: 0

Atom charges from the Mulliken analysis, given in e for atoms 1 to 4: -1.106 -0.971 0.213 -0.907

***

Entry 5:
2 unconnected molecules or ions with the total composition C4H10N2OS in a non-equilibrium geometry, computed with ωB97M-V/def2-TZVPD.

```
18
Properties=species:S:1:pos:R:3
C 3.742 1.142 0.346
C 3.677 -0.326 0.136
C 1.133 0.150 -0.057
C -3.369 -1.722 0.443
N 2.921 1.797 -0.597
N -4.198 -0.511 0.757
O 2.317 2.794 -0.225
S 2.040 -0.932 0.765
H 3.668 1.572 1.472
H 4.749 1.417 0.113
H 3.673 -0.535 -0.960
H 4.305 -1.001 0.679
H 0.163 0.160 0.235
H -3.288 -2.322 1.424
H -3.964 -2.263 -0.210
H -2.366 -1.512 0.078
H -3.716 0.258 1.116
H -4.974 -0.725 1.473
```

Summary:
* E_LUMO (spin up / spin down): -0.013 / -0.013 Eh
* relative energy (zero: lowest compared OMol25 entry of this formula, charge and spin): 177.0 kcal/mol
* orbital gap (spin up / spin down): 7.979 / 7.980 eV
* DFT total energy: -741.09590 a.u.
* charge: 0

Atom charges from the Mulliken analysis, given in e for atoms 1 to 4: -0.241 -0.632 -0.420 -0.528

***

Entry 6:
4 unconnected molecules or ions with the total composition C4H17NO3 in a non-equilibrium geometry, computed with ωB97M-V/def2-TZVPD.

```
25
Properties=species:S:1:pos:R:3
C 1.813 -1.807 -0.741
C 0.442 -1.279 -1.310
C -0.646 -1.507 -0.219
C -1.786 -0.418 -0.315
N 0.526 0.147 -1.632
H 2.560 -1.675 -1.539
H 2.152 -1.147 0.067
H 1.772 -2.852 -0.463
H 0.226 -1.883 -2.187
H -1.069 -2.594 -0.368
H -0.181 -1.499 0.748
H -1.604 0.449 0.313
H -1.821 -0.243 -1.369
H -2.745 -0.804 -0.010
H 1.263 0.402 -2.272
H 0.529 0.761 -0.836
H 1.529 1.405 2.769
H 2.510 1.831 1.706
O 1.919 2.209 2.364
H -0.009 -0.522 3.576
H -0.565 0.775 3.188
O 0.234 0.251 3.048
H -1.569 1.450 -1.894
H -2.819 1.657 -2.801
O -2.503 1.707 -1.889
```

Summary:
* E_LUMO: 0.016 Eh
* relative energy (zero: lowest compared OMol25 entry of this formula, charge and spin): 22.4 kcal/mol
* orbital gap: 9.632 eV
* DFT total energy: -443.04151 a.u.
* charge: 0

Atom charges from the Mulliken analysis, given in e for atoms 1 to 4: -1.391 0.252 -0.416 -1.131